This record from OMol25 describes a cluster of 13 separate species, C45H111N5O13 in total at a distorted geometry. The level of theory is ωB97M-V/def2-TZVPD.

Last column: Löwdin charge in e.
Geometry (Å):
O 5.6687 1.7951 -1.5055  -0.0645
O 0.9802 4.4531 -1.9132  -0.0434
O -4.8465 2.1479 -3.8535  -0.0127
O 6.0841 -3.7371 2.2232  -0.0294
O 2.6075 1.4190 -6.3054  -0.0698
O 4.4408 7.0932 -0.2594  -0.0559
O 3.5396 3.8451 -3.3419  -0.0264
O 4.5460 1.1495 -4.2431  -0.0458
O -4.6485 3.6803 4.4177  -0.0127
O -0.5045 -4.3153 -0.6951  -0.0204
O 0.4128 6.7754 -0.4564  -0.0732
O 2.9636 2.1801 -0.9958  -0.0586
O -2.3382 -1.2107 1.9301  -0.0426
N -5.0222 1.3381 -2.7124  -0.1115
N -3.2607 3.9609 4.3613  -0.1019
N 1.9104 2.0501 -0.0746  -0.0777
N -0.9994 -5.0133 -1.8239  -0.0991
N 6.1222 -4.3509 0.9321  -0.0877
C -2.3468 -6.9478 -3.4379  -0.1681
C -2.9593 5.2351 3.6903  -0.5149
C 3.3537 1.6592 1.9260  -0.0022
C 6.8803 -3.4829 0.0251  -0.5178
C -2.8267 0.3999 -2.9939  -0.0212
C -2.6875 -3.3162 -2.2072  -0.0517
C 2.4450 3.9672 1.2326  -0.0228
C -3.1012 2.5279 -1.7320  -0.0166
C -1.4172 5.3179 3.6207  -0.1272
C -5.1580 0.6799 0.0532  -0.1748
C 0.5997 0.9290 -1.8878  -0.0165
C -6.2843 1.5802 -2.0418  -0.5363
C -0.4150 -6.3367 -1.9438  -0.5316
C 1.1355 0.8689 -0.4589  -0.4923
C -0.8276 -6.8182 -3.3295  -0.1398
C -3.8762 0.3722 -0.6995  -0.1306
C 0.9199 2.2367 2.0922  -0.1404
C -0.7774 -7.3393 -0.8465  -0.0213
C -0.1192 0.7556 0.4000  -0.1508
C -3.4691 6.4732 4.4159  -0.0316
C 1.9431 -0.4233 -0.2538  -0.0133
C -3.2265 4.2850 6.8224  -0.0265
C -2.8697 2.0648 5.8272  -0.0429
C 5.4469 -4.4936 -1.8099  -0.1875
C -6.3759 0.6228 -0.8612  -0.1378
C 4.5414 -6.0624 1.5659  -0.0351
C -3.4454 5.1030 2.2416  -0.0260
C -2.9633 -5.5494 -3.2467  -0.1335
C -6.5047 3.0231 -1.5789  -0.0314
C 8.3220 -3.4985 0.5383  -0.0358
C -3.2672 -5.2688 -0.7770  -0.0294
C -2.6261 3.5653 5.6090  -0.5170
C 3.6511 -3.8871 0.7325  -0.0229
C -0.7295 5.0706 4.9536  -0.1882
C -1.1156 3.7212 5.5719  -0.1367
C -3.7433 1.1541 -2.0055  -0.4798
C 6.3660 -2.0292 0.0039  -0.0232
C -2.4293 -4.8088 -1.9958  -0.5131
C 0.1922 0.9448 1.8539  -0.1936
C 4.8297 -5.4552 -0.8183  -0.1319
C 4.7945 -4.8956 0.6120  -0.5180
C 2.2066 2.4734 1.3032  -0.4940
C -7.4463 1.2179 -2.9865  -0.0356
C 6.8425 -4.0449 -1.3907  -0.1351
C 1.1046 -6.2000 -1.9730  -0.0407
H -4.1093 -4.5920 -0.6141  0.0782
H 1.2822 1.1564 -2.7067  0.0851
H -4.7640 3.0028 3.7442  0.1000
H -3.7278 -3.1335 -2.4682  0.0891
H 8.3904 -3.1842 1.5777  0.0788
H 7.1347 -1.3741 -0.3976  0.0845
H 3.1902 4.2114 0.4630  0.0788
H 6.0974 2.3362 -0.8377  0.0475
H -0.6992 0.8589 2.4868  0.1051
H -0.5973 3.0201 4.9026  0.1079
H 2.9745 4.3108 2.1277  0.0916
H 3.5966 -3.4544 1.7296  0.0857
H 2.6765 2.8247 -1.6595  0.0556
H -5.0946 1.7137 0.4214  0.0966
H 4.7197 1.8664 -1.3010  -0.0086
H -2.5629 -7.3164 -4.4405  0.1108
H 4.1368 -6.9067 0.9932  0.0824
H 4.0691 7.8558 -0.7120  0.0345
H -0.5228 6.6225 -0.6112  0.0265
H 5.0334 0.3229 -4.3066  0.0704
H -3.3204 6.0205 1.6719  0.0852
H 5.3837 -1.9450 -0.4594  0.0586
H -6.3794 -0.3892 -1.2883  0.1268
H 7.5533 -4.8186 -1.6893  0.1207
H 5.8693 -4.4651 2.8162  0.0896
H -4.5089 4.8478 2.2710  0.0771
H -5.9152 3.2288 -0.6619  0.0629
H 3.7488 -5.8696 2.2940  0.0837
H -0.1934 -3.4749 -1.0463  0.0938
H -4.2509 3.9200 6.9628  0.0795
H 1.2373 4.0355 -2.7443  0.0424
H -2.6748 -5.1534 0.1375  0.0807
H 1.4828 -5.6637 -1.1002  0.0567
H -6.2875 3.8761 -2.2136  0.0853
H -2.8271 -7.5397 -2.6585  0.0988
H -3.3540 -0.3999 -3.5134  0.0847
H 0.3623 5.0592 4.7904  0.1091
H -3.4593 7.3206 3.7237  0.0860
H -3.2475 -1.4411 1.7157  0.0311
H 2.7137 -4.4252 0.5582  0.0779
H 3.7391 -3.1151 -0.0275  0.0576
H 0.1170 -0.0430 -1.9654  0.0786
H -7.5046 1.9280 -3.8134  0.0799
H 0.7116 0.0735 2.2884  0.1142
H 1.7979 1.3729 -5.7908  0.0202
H 3.3179 1.3555 -5.6502  -0.0225
H -0.6404 3.5433 6.5350  0.1227
H -2.3739 1.0955 -3.6965  0.0842
H -0.8767 1.5050 0.1389  0.1074
H -2.1890 -1.5973 2.7984  0.0469
H 0.2249 3.9446 -1.5996  0.0461
H 5.4646 -6.3479 -0.7858  0.1275
H 0.8606 6.1725 -1.0668  -0.0131
H 8.7465 -4.4972 0.4323  0.0831
H 2.9162 0.7571 2.3540  0.0701
H -8.3744 1.2447 -2.4204  0.0841
H -2.1266 1.5540 6.4424  0.0835
H -7.2997 0.7794 -0.3051  0.1242
H 4.0521 1.3279 1.1544  0.0765
H 6.1525 -1.7011 1.0266  0.0838
H 1.4175 -5.6484 -2.8605  0.0920
H -3.8394 1.8386 6.2786  0.0765
H -3.6081 -6.3019 -0.8099  0.0700
H 3.9099 4.7192 -3.4955  0.0669
H 1.6034 -7.1698 -1.9406  0.0890
H -3.2991 3.1815 -2.5799  0.0836
H 8.9496 -2.8166 -0.0441  0.0844
H -2.0134 -2.9882 -3.0042  0.0909
H -2.7243 4.1091 7.7754  0.0889
H -1.8178 -7.6300 -0.7302  0.0637
H -3.0922 0.7043 -0.0119  0.1020
H -3.6143 3.0097 -0.8945  0.0742
H -2.0536 -0.0779 -2.3870  0.0575
H 2.1780 -0.5156 0.8039  0.0655
H 3.9249 2.1776 2.6949  0.0845
H 0.1638 2.9921 1.8242  0.1063
H 4.6438 1.4033 -3.3146  0.0108
H -0.4780 -6.8503 0.0914  0.0913
H -2.4326 -2.7521 -1.3067  0.0693
H -3.3977 5.3567 6.7256  0.0635
H 1.5501 4.5309 0.9853  0.0745
H -0.7102 5.9040 5.6698  0.1102
H 2.8256 -0.5217 -0.8830  0.0847
H -7.2558 0.2386 -3.4310  0.0856
H -7.4623 3.1509 -1.0520  0.0886
H -3.6859 -0.6943 -0.8502  0.1053
H -0.6277 -0.2007 0.2637  0.1092
H -4.4863 6.3392 4.7882  0.0875
H -0.1741 -8.2483 -0.8734  0.0857
H -2.0379 2.4151 -1.5459  0.0458
H 1.3221 -1.3129 -0.4258  0.0792
H 4.0579 3.2560 -3.9021  0.0294
H -4.0445 -5.6158 -3.1224  0.1185
H 1.1319 2.5121 3.1314  0.1259
H -0.1581 1.7135 -1.9374  0.0517
H -1.0875 4.5250 2.9489  0.0991
H -5.3239 0.1055 0.9670  0.1093
H -1.1885 6.3436 3.3303  0.1292
H 3.8106 -5.7104 -1.1054  0.0984
H 7.0724 -3.1975 -2.0470  0.1205
H -2.7464 -4.9165 -4.1145  0.1159
H 3.6824 6.5270 -0.0828  0.0099
H 5.4188 -4.8553 -2.8427  0.1136
H -0.5338 -6.1198 -4.1139  0.1246
H 4.8291 -3.5906 -1.9409  0.1032
H -2.8704 1.5265 4.8714  0.0808
H -2.8477 6.7610 5.2615  0.0683
H -0.3936 -7.8027 -3.5227  0.1255
H -5.0753 1.5665 -4.5860  0.1094
H 5.4248 -6.4888 2.0411  0.0891
H -2.9306 4.2498 1.8007  0.0749

The calculation puts the HOMO energy at -0.2965 hartree. The calculation puts the gap between HOMO and LUMO at 0.3004 Eh. The value obtained for the energy above the lowest of the compared OMol25 structures with the same formula, charge and spin is 5.7 kcal per mole. Its net charge is 0.